# 1
Molecular formula: C60H48BrN10O3S2Zr
Method: DFT, ωB97M-V/def2-TZVPD

## Properties
Frontier orbital gap = 4.3 eV
LUMO = 0.0152 Eh
Charge = -1
Molar mass = 1192.37 u
Energy = -6506.390830 a.u.
ΔE to the lowest compared entry with this formula, charge and spin = 0.0 kJ/mol

Element x y z (Å)
H 3.5638 5.0580 -4.2050
C -0.6349 7.1173 -0.0275
C 4.7071 -6.5377 1.2217
H 2.9999 2.6516 -3.8966
C 1.4240 5.8420 0.1084
H -2.8378 -3.6868 3.9374
H 6.4886 -4.7081 -1.6516
C -1.0662 -4.8119 4.4565
H 2.5040 5.7786 0.0996
H -1.1953 -2.6256 -6.1335
C -1.6874 -2.6046 -5.1707
C -2.7612 2.4941 -5.0337
H -3.3855 -3.6976 -5.8427
C 1.0357 5.2741 -6.5515
C -2.8403 4.4891 -3.4736
H 2.3196 2.8051 -6.8772
H 7.7461 -6.2741 -0.2263
H -2.4864 6.0112 0.1200
H -0.7157 4.3671 -5.0731
H 0.4200 5.9922 -6.0077
C -4.3836 0.2902 1.5729
C -1.4469 -1.7836 2.2105
C -2.9614 -2.4874 -2.7237
N -2.4943 3.1168 0.6072
C -1.6761 -1.9396 -2.8483
H 2.9450 -5.4726 0.6093
C 6.6927 -6.1064 -0.0407
C -1.0696 -2.9795 2.9491
C 1.2497 2.0263 -2.8796
C 0.7263 -2.0047 1.9461
C 6.2550 1.0401 0.9891
H 4.2049 -7.0415 2.0386
C 1.2336 3.6867 -4.5894
S 1.3532 -4.7327 -1.2108
O -0.6699 1.3871 -1.6554
H 5.1378 2.8551 0.6133
H 2.0850 -4.2251 3.2814
C 4.9751 -0.9805 1.4085
C -0.1419 3.7192 -4.4271
C 6.1886 -0.3281 1.2761
C 0.3106 -4.9654 4.2664
C 1.0160 -4.1297 3.4183
H -4.5677 -3.5516 -3.6592
H -3.0413 2.5988 -1.6254
H -3.4491 -2.3986 -1.7604
C -3.0043 -0.1516 1.6968
C -6.6993 1.6629 0.9892
N -2.1581 0.8431 1.3039
C 2.8521 5.5612 -4.8606
C 5.9856 -5.2287 -0.8437
H 3.4087 6.1756 -5.5733
O -1.9800 -0.7582 -0.8100
H -3.8441 2.5253 -5.1774
H -5.4350 3.2894 0.3371
C -1.1588 -1.2917 -1.6304
H -1.5835 -5.4643 5.1484
C -4.3311 1.5877 1.0478
C 0.6551 4.6992 0.2766
H -1.1168 8.0817 -0.1250
H 4.9173 -2.0413 1.6132
C -3.5809 -3.1217 -3.7752
C 1.9324 2.7858 -3.7976
N 1.9983 -1.7355 1.7213
H 1.3327 7.9614 -0.1549
C 0.3107 -3.1271 2.7701
C -5.4889 2.2898 0.7477
C 3.9888 -5.6590 0.4260
H 6.6022 -7.4754 1.6097
Zr -0.3324 0.3609 0.0104
N -0.1518 2.5675 0.6497
C -3.1725 2.1972 -2.6220
N 1.6514 0.5639 1.0823
H 3.2657 -2.4968 -3.1968
N -2.6823 -1.3317 2.1906
H -2.8652 1.1532 -2.6217
C -2.9190 -3.1923 -5.0040
H -2.4304 1.4576 -5.1248
H 0.8368 -5.7442 4.8035
H -3.9308 4.5490 -3.5061
C -0.8573 2.9466 -3.5136
H 7.1067 -0.8907 1.3924
H -2.4988 4.8720 -2.5099
N -0.3445 -1.2297 1.6270
C -0.1369 2.0963 -2.6389
H -2.2894 3.0676 -5.8327
N 2.2256 2.8675 0.6264
C 0.9833 3.3035 0.5107
N 3.9839 -4.1140 -1.5022
C 6.0536 -6.7767 0.9911
S 0.4689 -1.1638 -4.4175
H 2.2300 6.2125 -4.2443
H 3.3429 4.2025 -7.2734
C 2.5150 1.6111 0.8818
Br 2.2301 0.6794 -1.9523
C 2.6599 -3.9316 -1.8493
H 1.5804 -2.6853 -3.0941
H -5.6275 -1.2984 2.3107
C 3.8889 1.1504 0.9880
H -7.6247 2.1677 0.7420
H 4.6238 -3.6087 -2.0951
H -2.4418 5.1392 -4.2532
H 3.7030 3.2068 -5.8616
C -6.7530 0.3843 1.5551
C 2.8954 3.6305 -6.4572
C -1.0186 -1.9558 -4.1073
N 2.5071 -3.0813 -2.8804
C 4.6210 -5.0087 -0.6352
C 1.9877 4.5356 -5.6082
C 3.8239 -0.2205 1.2523
C -0.7441 4.7676 0.2805
C -2.3904 3.0276 -3.6388
H -7.7212 -0.0612 1.7468
C -1.7745 -3.8250 3.7933
H 1.6104 5.8184 -7.3031
C -1.4048 5.9775 0.1201
C 0.7626 7.0484 -0.0390
H 7.2236 1.5109 0.8749
H 0.3829 4.5662 -7.0648
C -2.9195 1.9104 0.9330
O 0.0782 -1.2084 -1.3266
C -5.5984 -0.3161 1.8583
C 5.1066 1.7987 0.8437
C -1.2114 3.4143 0.5193
H -4.2371 2.2386 -2.8691
C 2.4098 -0.5508 1.3221

Here are the Löwdin charges for atoms 1 to 5, given in e: number 1, H, carries 0.079; number 2, C, carries -0.084; number 3, C, carries -0.091; number 4, H, carries 0.100; number 5, C, carries -0.011

***

# 2
Molecular formula: C60H48O2P3PtSSiTe
Method: DFT, ωB97M-V/def2-TZVPD

## Properties
Frontier orbital gap (spin up / spin down) = 6.1 / 5.9 eV
LUMO (spin up / spin down) = -0.0643 / -0.1679 Eh
Spin multiplicity = 5
Charge = +1
Molar mass = 1276.79 u
Energy = -4564.567547 a.u.
ΔE to the lowest compared entry with this formula, charge and spin = 0.0 kJ/mol

Element x y z (Å)
H -1.5662 5.9334 -2.8869
C -4.8811 3.5577 2.9161
H -2.6734 -0.6115 -2.1163
H -2.2251 -0.2820 -4.7761
H 3.7192 -3.8674 4.6237
H 0.1878 0.2246 -8.3342
C 0.1369 5.3816 -1.7015
C -3.5050 0.0557 -2.3233
H 2.4613 -6.3768 -1.1584
H -5.2244 -2.2942 -0.3855
H -3.7676 -0.0643 3.7794
C 3.4744 -2.8674 4.2883
C -4.0641 -0.5572 2.8663
C -0.1348 0.2666 -7.3059
H -5.0068 1.1150 0.5810
H 2.6166 0.6965 3.0940
H 4.7966 -0.9990 0.5676
P -1.3502 -0.4938 1.9245
C -1.1192 -4.1821 3.6086
H -3.2364 4.9072 3.2066
H 4.2876 -1.9200 6.0331
H 0.5678 -2.5399 6.0362
O 1.4724 -0.8396 -1.7460
C 2.8545 -0.3075 3.4259
C -3.1548 -0.7582 1.8316
H -6.3612 2.1043 2.3706
H 4.4847 -4.9755 -0.9564
P 1.8873 -1.1131 0.9241
H -4.7579 3.0731 -1.4149
H 0.1406 -0.6517 4.5298
C 2.8480 -2.6854 3.0643
C 2.5432 1.5464 0.4260
Te 0.1735 1.2324 -2.9193
C 1.1519 -4.8568 -0.3992
C -5.3783 -0.9726 2.7258
H 3.1110 3.6132 0.2626
C -3.6244 4.0733 2.6356
C 3.7882 -1.7766 5.0836
H 5.5095 3.1787 0.0814
Pt -0.3732 -0.1636 -0.2807
C -4.9042 -1.8017 0.5238
C -1.4017 1.2260 4.1259
H -2.0847 -0.6577 -7.3557
C -0.2796 0.6393 -4.8614
H 4.3307 -2.6891 -0.1032
C 3.5200 -4.5781 -0.6680
C 4.8217 2.3503 0.1926
H -1.9606 -3.2715 1.8628
H 0.9686 3.8416 2.5991
C -1.3832 0.0103 -5.3786
C -0.0302 3.2896 -0.4791
H 2.3529 -2.8208 -3.1580
C -4.6104 1.9444 1.1535
C 5.2996 1.0520 0.2713
H 3.6973 0.3590 5.2761
C -0.9407 -1.8310 3.0919
C 2.5630 -1.4011 2.6040
C 3.0412 0.2358 0.4909
C -0.2190 -1.6350 4.2662
C -0.4142 -3.9763 4.7874
C -1.1456 5.2105 -2.2005
H 0.1048 -3.1641 0.4009
C -3.5744 1.2928 -1.6870
H 2.5964 -3.5493 2.4637
C 0.0229 -2.7040 5.1163
C -0.0369 1.9736 2.2690
C 3.4624 -0.4959 4.6545
C -0.2307 3.3116 4.2859
C -4.5029 -0.3328 -3.2078
C -5.8017 -1.5969 1.5609
C -1.3020 -0.1942 -6.7728
H -2.9015 3.9960 -2.1850
H 1.4827 -1.8228 -4.3212
H -1.4704 -5.1731 3.3512
H 0.2600 -5.4626 -0.4944
H -4.4618 -1.3082 -3.6771
C -5.5547 0.5241 -3.4882
C 4.4122 0.0029 0.4443
C -2.8624 3.5335 1.6131
C 3.4319 -3.2819 -0.1838
H -0.2085 -4.8082 5.4484
H 1.6826 4.5908 -0.4765
C 2.1980 -2.7602 0.1968
C 0.6809 4.4324 -0.8496
C -4.6567 2.1376 -1.9494
C -5.3755 2.5015 2.1643
O -0.4745 -1.8377 -2.0525
C 3.4612 2.5907 0.2835
Si 0.6753 1.8194 0.4999
C -1.8941 4.1109 -1.8117
H -2.8793 -1.5427 -0.1429
C 0.2918 3.1043 3.0201
H -1.4769 2.5068 5.8389
H -5.4731 3.9778 3.7190
H -2.0106 0.4648 4.5928
C -1.0799 2.3660 4.8420
H -6.0741 -0.8114 3.5394
C 2.3836 -5.3662 -0.7794
C -0.9120 1.0306 2.8320
C 1.0620 -3.5645 0.0937
H 0.7136 6.2542 -1.9797
H -6.3332 0.2217 -4.1765
H -1.8958 3.9582 1.3800
C -1.3878 -3.1159 2.7696
S 0.8742 0.9677 -6.1184
C -3.3424 2.4547 0.8682
C -3.5891 -1.3842 0.6620
H 0.7459 -3.3396 -3.7455
H -6.8289 -1.9233 1.4637
C 1.3625 -2.4907 -3.4651
C -5.6231 1.7646 -2.8677
P -2.3164 1.6903 -0.4294
C 0.7277 -1.7010 -2.3514
C -1.3467 3.1466 -0.9699
H -6.4429 2.4368 -3.0860
H 6.3632 0.8600 0.2187
H 0.0301 4.2021 4.8441

Here are the Löwdin charges for atoms 1 to 5, given in e: number 1, H, carries 0.112; number 2, C, carries -0.067; number 3, H, carries 0.061; number 4, H, carries 0.080; number 5, H, carries 0.110

***

# 3
Molecular formula: C60H49AuN2O2PS2Se
Method: DFT, ωB97M-V/def2-TZVPD

## Properties
Frontier orbital gap = 4.7 eV
LUMO = -0.3616 Eh
Charge = +3
Molar mass = 1201.10 u
Energy = -6249.839149 a.u.
ΔE to the lowest compared entry with this formula, charge and spin = 7.8 kJ/mol

Element x y z (Å)
C -3.4830 -4.6112 -3.9870
C 1.9987 0.6144 5.2375
C -6.2461 1.7196 2.7749
C 5.7869 -1.7509 -1.5649
H 1.8518 4.1075 -0.7756
C -6.5632 -0.5419 1.9312
H -2.2877 3.6645 -3.5978
C 0.8196 3.0410 -2.3551
O -0.6733 -0.9162 0.9209
H -0.7323 7.7581 -0.9739
H -2.7810 -5.3150 -4.4352
C -1.2741 6.8333 -0.8352
H 1.1847 -3.0251 4.1697
H -3.2557 3.5320 -0.4211
C 0.4022 -3.3310 1.1643
C 3.7294 -0.6372 -1.1168
N -3.8226 2.4455 2.5660
H -1.8430 0.1166 -1.1817
C -4.0199 0.7594 -3.6852
H -1.1835 -3.2039 -3.7347
H -2.9665 4.2927 3.0420
H -3.0821 7.8002 -0.2247
H 2.7985 2.1946 3.2254
H -3.7026 -0.9248 -2.3910
H -8.1134 0.7020 2.7523
C -0.6521 5.6238 -1.1077
C 5.0146 -4.1564 2.3490
C 1.3010 -5.5466 0.9454
C -2.7272 1.8309 2.1094
C 1.7777 -1.0652 3.4660
C -2.9036 -4.0184 -2.7354
C 2.1867 -0.4503 1.1852
C -3.9230 3.7861 3.1390
O 1.3885 0.5401 -1.0844
H 2.2437 1.6262 5.5346
H 1.0619 -2.3676 6.5189
C 1.5857 -2.8385 1.6660
C 2.4903 1.2080 2.8997
H 1.1902 -6.5883 0.6729
H 5.6924 -6.1976 2.1003
C -1.3583 4.4306 -0.9363
C 0.9292 2.4525 -3.6183
C -7.0624 0.6421 2.5075
H 0.3619 5.6225 -1.4773
C -5.2329 -0.6868 1.6033
C 3.6549 -5.9719 1.5484
C -1.9440 1.9625 -2.3039
H 4.1095 3.3583 -4.3224
H 6.3726 -2.6601 -1.6104
C 2.1159 2.5797 -4.3227
C -2.5833 2.6540 -3.3405
C 7.8126 -0.4921 -2.3561
Se -0.9679 2.5184 2.1552
H 3.5244 -7.0110 1.2750
H -4.6870 4.3431 2.6021
H 8.0753 0.4752 -2.7781
H 8.0252 -1.2626 -3.0965
C -3.5423 -4.1576 -1.5082
H -3.4713 -3.7709 0.6056
H 5.9733 -3.8059 2.7069
H -4.8491 -1.6008 1.1758
H 2.2026 2.1474 -5.3098
C 2.5381 0.8740 1.5728
H -3.6776 -3.8349 -4.7286
H -4.1956 3.7105 4.1899
N -3.0430 0.6004 1.7106
H 2.9486 1.5620 0.8435
C 2.0806 0.2633 3.8665
H -4.4134 -5.1375 -3.7885
H -4.3459 5.6975 0.0307
C -2.5935 6.8538 -0.4133
C -1.1215 -2.7853 -1.6467
C 3.0950 3.8123 -2.4883
H 3.6684 1.4831 -1.4757
P -0.6725 2.8694 -1.4294
H -4.8344 0.2938 -4.2238
C -2.6925 4.4541 -0.5094
H -6.6306 2.6232 3.2262
C 3.1882 3.2604 -3.7638
C 6.3723 -0.5380 -1.9306
C 5.5959 0.6196 -1.8926
C 1.9179 3.6957 -1.7763
H 6.0360 1.5614 -2.1950
H -0.1752 -2.2624 -1.7031
H -4.4739 -4.7053 -1.4493
S -1.1114 -2.3803 1.0976
C 2.7008 -3.7302 1.7836
H 1.5752 -0.0427 7.2123
Au 0.0492 1.4584 0.2414
H 3.9393 4.3336 -2.0576
C -2.9850 -3.6245 -0.3511
H -4.1047 2.5720 -4.8376
H 8.4643 -0.6758 -1.5004
C 0.2512 -4.6942 0.8088
C -4.9045 1.5711 2.4333
S 2.0704 -0.7798 -0.5521
H -7.2446 -1.3618 1.7520
C 4.2731 0.5857 -1.4829
C 4.8561 -5.5191 2.0030
C 1.6313 -0.3124 6.1668
C -2.3445 0.6735 -1.9644
H -0.6932 -5.0590 0.4268
C 3.9721 -3.2844 2.2405
C -3.3892 0.0763 -2.6561
C 1.3355 -1.6371 5.7697
C 2.5514 -5.0906 1.4262
C 1.8301 -1.4154 2.0812
C 1.4050 -2.0059 4.4573
C -1.7799 -2.9373 -0.4268
H 4.1173 -2.2462 2.5061
C -4.4095 0.4031 1.8687
H 0.0981 1.9135 -4.0512
C -3.3046 5.6651 -0.2587
C -3.6123 2.0430 -4.0334
H 4.0147 -2.7672 -0.9021
H -2.3236 -0.0463 1.3634
C 4.4636 -1.8172 -1.1686
C -1.6908 -3.3161 -2.7844

Here are the Löwdin charges for atoms 1 to 5, given in e: number 1, C, carries -0.023; number 2, C, carries -0.009; number 3, C, carries 0.022; number 4, C, carries -0.007; number 5, H, carries 0.114

***

# 4
Molecular formula: C60H50BrF4N2O2P2RuSSi
Method: DFT, ωB97M-V/def2-TZVPD

## Properties
Frontier orbital gap (spin up / spin down) = 7.6 / 5.7 eV
LUMO (spin up / spin down) = -0.1686 / -0.2826 Eh
Spin multiplicity = 6
Charge = +2
Molar mass = 1210.14 u
Energy = -7014.639491 a.u.

Element x y z (Å)
O 1.2356 -0.9952 -0.0605
Si 2.1474 -1.2484 -1.3259
O 1.5104 0.2218 4.1347
H -0.6537 -5.0758 -0.0715
C -5.1309 -0.7651 1.5959
H 0.8854 5.0608 -0.2174
C -4.9213 1.9890 -1.7174
C -0.9047 4.0991 -1.4697
H 1.8258 -3.5552 0.5759
C 2.0597 -3.9846 -0.4015
H 3.8288 3.3031 -0.7128
H -2.9575 0.7767 -4.1987
C -1.4832 -4.4233 -0.3311
C 1.0124 -1.6046 -5.2874
H -0.6574 -2.7239 0.6684
H 4.1192 -2.2859 0.5849
H 2.1110 -5.8637 4.1195
H -0.4409 3.6551 -4.7981
C -3.6967 4.2632 1.8728
H 1.4185 -1.3389 -6.2584
H 2.4664 -4.9958 -0.2522
C -3.5337 -4.0261 -1.5184
H 4.7861 -2.7830 2.7880
H 6.3054 0.8656 -3.2376
F -6.7563 0.0965 4.6678
C -3.5265 0.0634 3.1127
C 2.7154 -2.2750 2.6780
H -1.7097 -3.0750 -3.8754
C -0.0269 -2.2933 -2.7948
C -3.4403 4.6732 3.1747
F -4.2353 0.7325 5.2629
N 0.2343 -1.9575 2.8182
S -0.4662 -4.2255 3.7930
C 2.2812 -4.8718 3.7153
H 4.4138 5.7864 2.0703
C 5.1568 2.2073 -2.0059
C -2.7027 3.6352 1.1276
H 2.8742 -1.2799 2.2816
C -1.4455 3.4193 1.6821
C -0.2233 -2.2410 -5.1953
C 0.0774 1.9556 -1.9121
C -3.2940 0.4374 -0.8368
C -2.5570 -2.2475 -0.2036
C 0.0612 2.2263 -3.2754
H -4.3122 -2.0380 -1.4431
C -0.9317 4.3668 -2.8299
C -3.7974 -0.4449 1.8321
H 2.6934 -0.8069 -4.2169
H 4.8481 -1.0581 -2.8397
H -2.9136 3.3166 0.1187
H -1.3351 5.3111 -3.1843
C 1.2108 -1.6458 -2.8760
C -4.4233 1.7979 -2.9986
Br -1.8024 0.5235 3.7193
H -5.7612 2.6567 -1.5547
C -2.1856 4.4511 3.7347
F -7.3661 -0.9133 2.2431
H 4.0409 -4.6945 -2.3169
H -4.7660 1.4699 0.3513
H 1.1378 -4.0855 -0.9842
H 4.0908 -3.1253 -3.1142
C 3.1377 -3.2045 -1.1400
C 2.6487 5.5550 0.8623
H 0.9006 -0.4999 3.9741
H 2.9169 1.8986 3.8786
C 1.3538 3.5293 1.2106
C 4.0484 2.3471 -1.1810
C 3.7683 -3.1214 2.9536
C 1.4196 -2.7182 2.9478
C 3.3652 3.9610 2.4882
C 3.5608 5.1613 1.8269
Ru -0.0981 0.0110 1.2658
H 4.4072 -5.0561 3.6653
H 5.8101 3.0546 -2.1862
H -1.9803 4.7668 4.7533
C 3.4636 -3.7755 -2.5018
C -2.5215 -4.8949 -1.1210
C -0.3812 2.8931 -0.9900
P -2.5211 -0.5483 0.4971
C -4.3596 1.3115 -0.6412
C 3.2143 1.2606 -0.9541
H 0.4590 1.0084 -1.5667
C 1.2191 -3.9978 3.4662
H 2.7681 6.5033 0.3485
H 4.7576 -3.8428 0.0459
H 5.1380 -2.3687 -0.8653
C 1.7323 -1.3126 -4.1338
H 2.5728 -4.0396 -3.0705
H -1.8041 -2.2577 3.2586
C -2.7878 0.2680 -2.1228
C -0.7457 -2.5811 -3.9499
H -1.9546 -0.4026 -2.2918
H -2.5356 -5.9315 -1.4438
H -0.4398 -2.5664 -1.8250
P -0.1363 2.5332 0.7830
C -3.5468 -2.7083 -1.0781
H 0.4237 1.4841 -3.9766
H -4.2119 5.1760 3.7504
C 3.5567 -4.4148 3.4571
C -0.7867 -2.6450 3.2484
H -4.6704 4.4446 1.4264
C 5.4378 0.9776 -2.5960
H -0.7753 -2.4820 -6.0985
H 2.3584 1.3753 -0.2998
C 2.2732 3.1426 2.2028
H 4.0702 3.6488 3.2555
C 3.4679 0.0188 -1.5535
C -3.3526 0.9364 -3.1998
C 1.5666 4.7384 0.5557
C -0.4335 3.4357 -3.7342
H -4.8727 2.3161 -3.8405
H -0.2173 3.6597 3.4390
H -4.3211 -4.3751 -2.1817
C -1.1957 3.8267 2.9916
C -1.4998 -3.1052 0.1151
H -1.3073 4.8339 -0.7811
C -4.5127 0.2471 4.0575
C 4.6017 -0.1103 -2.3690
C 2.1791 1.9643 3.0810
N 1.3065 1.0489 3.0500
C -6.1237 -0.5953 2.5357
C -5.8188 -0.0797 3.7720
C 4.3589 -2.8781 -0.3008
F -5.5404 -1.2373 0.4234

Here are the Löwdin charges for atoms 1 to 5, given in e: number 1, O, carries -0.418; number 2, Si, carries 0.559; number 3, O, carries -0.063; number 4, H, carries 0.108; number 5, C, carries -0.223